# 1
This record from the OMol25 dataset describes C24H25IrN5O10S2Sb as an isolated structure. The level of theory is the ωB97M-V functional and the def2-TZVPD basis.

Last column: Löwdin charge in e.
Positions of all 68 atoms, in Å:
Ir 0.02889 -0.27066 -0.61394  1.149
O 4.10030 0.39206 -0.78786  0.103
C 2.96856 0.78343 -0.62662  -0.575
O 2.02115 0.05489 -0.08882  -0.284
C 2.60283 2.21216 -0.93632  -0.046
C 3.59792 3.13920 -0.73207  0.081
C 3.34958 4.48757 -0.94785  -0.129
C 2.13466 4.91799 -1.41336  0.081
C 1.13475 3.98641 -1.65058  -0.044
C 1.30768 2.58824 -1.40534  -0.257
O 0.37978 1.71422 -1.62817  -0.243
N -0.09502 4.54141 -2.20173  -0.320
O -1.07231 3.81294 -2.35296  0.039
O -0.10389 5.71038 -2.52361  0.089
N 4.40131 5.47167 -0.68868  -0.357
O 4.12216 6.64580 -0.83301  0.078
O 5.46325 5.05807 -0.27024  0.085
H 4.57166 2.80377 -0.40476  0.138
H 1.95893 5.96555 -1.60027  0.133
C -1.15591 -1.85109 4.20445  -0.178
C -1.47250 -0.51587 3.54066  -0.391
Sb 0.02985 0.04109 2.11892  1.469
C 1.82857 -0.60428 3.06124  -0.390
C 2.08742 0.11703 4.37938  -0.174
C 0.19579 2.17736 2.27126  -0.411
C -0.44809 2.80236 3.50261  -0.185
H -1.98749 -2.16129 4.83863  0.080
H -0.26886 -1.78222 4.83501  0.057
H -1.00315 -2.64513 3.47545  0.038
H -1.52088 0.29424 4.27024  0.043
H -2.42503 -0.54402 3.01225  0.056
H 2.62160 -0.42966 2.33631  0.046
H 1.74602 -1.68285 3.19901  0.059
H 2.20026 1.19242 4.23301  0.060
H 3.00899 -0.24468 4.83812  0.075
H 1.28138 -0.03775 5.09890  0.059
H -0.24030 2.58137 1.35544  0.040
H 1.26633 2.39023 2.22580  0.056
H -1.52715 2.64367 3.51449  0.068
H -0.27547 3.87965 3.52044  0.073
H -0.04467 2.38905 4.42823  0.059
S -2.28404 -0.17978 -1.02091  0.645
C -2.41853 0.26582 -2.68453  -0.715
N -1.72973 1.34247 -3.12918  0.078
C -1.84594 1.79661 -4.38254  -0.022
C -2.68264 1.14846 -5.24988  -0.012
C -3.35405 0.03178 -4.74350  -0.084
N -3.23389 -0.39964 -3.50016  0.092
H -1.04618 1.79887 -2.49280  0.069
H -1.26137 2.67396 -4.61852  0.139
H -2.81288 1.48047 -6.26705  0.112
H -4.02323 -0.53742 -5.37857  0.121
O -1.95358 -4.63903 2.26529  -0.294
S -2.27230 -4.07104 0.98650  0.633
O -3.61640 -3.63672 0.74863  -0.287
N -1.21774 -2.84529 0.63860  -0.052
C -0.51336 -3.13223 -0.41958  -0.543
O 0.32700 -2.32822 -0.95424  -0.188
C -0.74012 -4.47719 -1.01480  -0.136
C -0.11774 -5.06507 -2.10040  0.005
C -0.51519 -6.34840 -2.45467  -0.060
C -1.50777 -7.01517 -1.74123  -0.061
C -2.13361 -6.41795 -0.65172  -0.024
C -1.72395 -5.14643 -0.31536  -0.208
H 0.65490 -4.53854 -2.64399  0.122
H -0.04667 -6.84146 -3.29586  0.107
H -1.79438 -8.01479 -2.03967  0.108
H -2.90551 -6.92879 -0.09347  0.124

Summary:
Spin multiplicity: 5
Net charge: 0
HOMO (spin up / spin down) (Ha): -0.276 / -0.341
⟨S²⟩: 6.0152

# 2
This record from the OMol25 dataset describes C42H54KN4O2Si as an isolated structure. The level of theory is the ωB97M-V functional and the def2-TZVPD basis.

Last column: Löwdin charge in e.
Positions of all 104 atoms, in Å:
K -1.40839 0.58255 0.90409  0.724
C -1.09250 -2.02149 2.23141  -0.300
Si -0.72502 -3.22356 0.97902  0.516
C 0.88762 -2.87197 -0.00204  -0.250
N 1.04785 -1.54722 -0.60070  -0.192
C 0.09475 -1.20368 -1.65945  -0.174
C 0.68286 -1.26947 -3.08064  -0.163
C 1.67372 -2.42346 -3.18008  -0.191
C 2.84935 -2.17954 -2.21598  -0.171
C 2.40858 -1.28107 -1.04445  -0.207
C -2.13915 -3.38085 -0.28410  -0.259
C -3.20039 -2.47775 -0.32402  -0.095
C -4.16542 -2.53117 -1.32402  -0.085
C -4.08616 -3.50082 -2.31195  -0.112
C -3.04446 -4.42064 -2.28808  -0.105
C -2.08883 -4.35814 -1.28412  -0.108
C -0.43282 -5.08167 1.42463  -0.233
C 0.79413 -5.74540 1.38013  -0.108
C 0.93143 -7.07020 1.78410  -0.114
C -0.16980 -7.77326 2.24457  -0.124
C -1.40563 -7.13855 2.29962  -0.108
C -1.52578 -5.81789 1.89811  -0.107
H -0.32187 -1.82998 2.98078  -0.067
H -2.07954 -2.06481 2.69662  -0.052
H 1.04696 -3.68870 -0.72838  0.076
H 1.69532 -2.98396 0.73369  0.078
H -0.28472 -0.18896 -1.50008  0.076
H -0.75566 -1.88306 -1.59339  0.100
H 1.19952 -0.33689 -3.32607  0.093
H -0.13232 -1.37411 -3.80019  0.113
H 2.03621 -2.53891 -4.20423  0.100
H 1.15924 -3.35266 -2.92121  0.099
H 3.67854 -1.69765 -2.74590  0.100
H 3.22888 -3.13033 -1.83592  0.097
H 2.45612 -0.22809 -1.33739  0.085
H 3.08815 -1.40451 -0.19736  0.109
H -3.27894 -1.70859 0.43562  0.086
H -4.96542 -1.80113 -1.33215  0.100
H -4.82975 -3.54133 -3.09939  0.089
H -2.97756 -5.18428 -3.05494  0.091
H -1.28260 -5.08519 -1.27487  0.100
H 1.67413 -5.22476 1.01975  0.082
H 1.90108 -7.55317 1.73540  0.089
H -0.06870 -8.80541 2.55843  0.087
H -2.27526 -7.67811 2.65744  0.091
H -2.49809 -5.33750 1.95125  0.102
C 2.30504 -0.26733 2.56543  -0.030
C 1.43865 0.48483 3.52950  -0.216
C 1.24477 0.04178 4.82783  -0.053
C 0.37449 0.69842 5.68329  -0.085
C -0.32864 1.80088 5.23530  -0.051
C -0.16756 2.27964 3.93720  -0.209
C -1.05242 3.38871 3.43117  -0.027
C 0.75054 1.62912 3.10673  -0.225
N 0.88970 1.99598 1.74279  0.119
C 1.51464 3.03275 1.37765  -0.274
C 2.20564 4.01659 2.28151  -0.004
C 1.55229 3.30801 -0.10184  -0.256
C 1.35813 4.73595 -0.53258  -0.006
N 1.74044 2.31392 -0.86317  0.190
C 1.76985 2.41590 -2.26621  -0.217
C 3.01111 2.23495 -2.88762  -0.223
C 4.24311 2.06439 -2.04362  -0.041
C 3.06893 2.21229 -4.27385  -0.062
C 1.91852 2.35655 -5.03381  -0.095
C 0.69687 2.52690 -4.40177  -0.055
C 0.59283 2.55984 -3.01476  -0.207
C -0.75159 2.71161 -2.35796  -0.021
H 2.95705 -0.96332 3.09333  0.082
H 2.91221 0.39616 1.94891  0.075
H 1.66091 -0.82193 1.87615  0.062
H 1.76707 -0.84710 5.16063  0.110
H 0.22494 0.33167 6.69082  0.097
H -1.04121 2.29193 5.88794  0.110
H -1.12965 4.19440 4.16367  0.081
H -2.05810 3.00206 3.24026  0.077
H -0.70609 3.80627 2.48756  0.058
H 2.25751 3.63264 3.29826  0.085
H 1.65802 4.96198 2.29529  0.087
H 3.21355 4.22457 1.91619  0.087
H 0.41351 5.10373 -0.12471  0.073
H 1.33485 4.81138 -1.61780  0.084
H 2.16193 5.36782 -0.14810  0.083
H 4.09598 1.27950 -1.30026  0.066
H 4.46895 2.98089 -1.49091  0.078
H 5.10703 1.81661 -2.65972  0.074
H 4.02767 2.07019 -4.75945  0.103
H 1.97194 2.32738 -6.11462  0.095
H -0.20642 2.62796 -4.99178  0.107
H -1.52026 2.87418 -3.11256  0.084
H -0.78705 3.54476 -1.65457  0.056
H -1.05308 1.82595 -1.79962  0.056
N -2.40872 4.89001 -0.06396  0.006
C -3.59177 4.45074 -0.82488  -0.286
C -4.46132 3.53284 0.01479  -0.128
C -3.73700 2.22587 0.38601  -0.750
O -3.30417 1.54745 -0.57768  -0.136
O -3.62935 1.95142 1.60379  -0.112
H -2.69121 5.15092 0.87523  0.066
H -2.00972 5.71660 -0.49423  0.057
H -3.24696 3.89704 -1.69968  0.087
H -4.19487 5.29963 -1.17613  0.099
H -5.35172 3.27394 -0.56263  0.112
H -4.77945 4.03953 0.92972  0.104

Summary:
Net charge: -1
HOMO (Ha): -0.118

# 3
This record from the OMol25 dataset describes one molecule with the formula C11H12N8O in a non-equilibrium geometry. The level of theory is the ωB97M-V functional and the def2-TZVPD basis.

Last column: Löwdin charge in e.
Positions of all 32 atoms, in Å:
C -1.71684 1.18537 4.45541  -0.092
O -1.36416 0.54773 3.25190  -0.086
C -0.21151 0.92508 2.62910  -0.267
C 0.66230 1.90345 3.09312  -0.024
C 1.80866 2.20473 2.37252  -0.072
C 2.10155 1.55014 1.19471  -0.038
C 1.22769 0.56931 0.72773  -0.169
C 1.50849 -0.11869 -0.51362  -0.294
N 2.58515 0.10980 -1.29677  0.087
N 2.47819 -0.66710 -2.31196  0.066
N 1.37694 -1.35845 -2.15808  -0.200
C 0.85556 -2.27627 -3.12384  -0.121
C -0.27122 -1.59954 -3.92105  -0.107
C -1.27758 -1.04881 -2.98038  -0.418
N -1.46773 0.27019 -2.77433  0.062
N -2.35397 0.38036 -1.85684  0.013
N -2.69853 -0.83597 -1.51091  -0.044
N -2.05823 -1.76703 -2.18602  0.121
N 0.73399 -1.05667 -1.05306  0.181
C 0.08001 0.25850 1.44201  0.047
H -0.96390 1.02234 5.23339  0.095
H -2.65654 0.73071 4.76541  0.092
H -1.86608 2.26051 4.31260  0.096
H 0.46323 2.43693 4.00925  0.101
H 2.47715 2.96668 2.74525  0.106
H 2.98783 1.77944 0.62570  0.105
H 1.67565 -2.56858 -3.78059  0.125
H 0.45858 -3.14315 -2.59012  0.127
H -0.73423 -2.33559 -4.57885  0.118
H 0.12849 -0.77595 -4.51390  0.119
H -3.37504 -1.04674 -0.79170  0.157
H -0.59389 -0.50271 1.08391  0.114

Summary:
Net charge: 0
HOMO (Ha): -0.315
SMILES: COc1cccc(-c2nnn(CCc3nn[nH]n3)n2)c1

Relative energy (zero: lowest compared OMol25 entry of this formula, charge and spin) list, top to bottom, in eV: 0.000, 0.026, 0.000